The following is a quantum chemistry calculation of a cluster of 2 separate species, C42H58N3O2S2 in total at a distorted geometry, from the OMol25 dataset.

CARTESIAN COORDINATES (ANGSTROEM)
H: -4.638 2.855 0.553
H: -2.276 -2.683 -0.330
C: 4.463 0.804 -1.785
H: -0.076 -2.703 2.602
C: 4.782 -2.523 1.424
H: -0.309 -2.951 0.429
C: -3.129 1.353 0.705
H: -2.790 -3.546 -1.768
C: -1.598 3.210 -1.696
N: 0.707 -1.235 1.242
C: -1.135 -1.406 -2.458
H: 4.003 2.849 -2.114
H: -4.496 -1.556 -3.153
H: -1.035 0.690 2.504
H: -4.168 3.608 2.264
C: 2.954 0.418 3.937
H: 3.932 2.573 2.281
H: 1.584 2.570 -1.686
C: -1.968 3.253 -4.355
H: -0.722 2.244 1.733
C: 4.163 1.537 2.037
H: 2.880 1.380 4.442
C: -0.203 -1.652 2.344
O: 6.328 2.160 -2.054
H: -1.114 2.161 3.449
C: -2.930 -2.633 -1.190
C: 3.138 -0.788 1.761
H: 0.514 -3.257 -1.098
H: 1.594 2.262 2.531
N: -1.414 -0.489 0.650
H: -3.179 -2.473 -3.863
H: 2.106 -0.194 4.237
C: -3.703 1.136 3.156
H: 4.085 -4.393 0.797
H: -0.430 -4.527 -0.337
H: -1.772 2.544 -0.887
H: 2.629 -4.668 -1.201
C: 2.979 0.606 2.411
C: -4.141 2.041 0.057
H: 4.377 1.483 0.968
H: 5.226 -0.619 2.166
S: -2.094 4.864 -1.459
C: 2.101 -1.668 1.315
C: 2.252 1.726 -1.639
C: -2.519 0.241 0.041
C: 4.444 -1.252 1.794
H: 1.963 -5.540 2.227
C: 2.167 -5.181 -0.358
C: 2.622 -0.620 -1.256
H: 2.226 -1.593 -1.029
H: -3.200 -0.729 -4.048
C: -3.949 0.688 -1.862
H: 3.863 -0.075 4.282
H: -4.722 1.518 3.123
H: -0.928 -2.231 -3.141
H: -0.864 -0.478 -2.962
C: 3.957 -0.456 -1.515
H: -2.700 3.776 3.195
H: 0.284 -5.603 1.719
C: -1.614 -1.359 1.838
H: 5.806 -2.855 1.484
C: -4.537 1.741 -1.217
H: 4.636 -1.286 -1.445
C: 3.796 -3.383 1.025
C: -0.038 -0.453 0.303
O: 6.645 0.042 -1.609
C: -2.609 -1.398 -2.041
C: -3.023 5.092 -2.966
C: 1.493 -4.164 0.603
H: -0.493 -1.531 -1.594
H: 0.852 0.707 2.186
C: -1.332 1.727 2.472
H: 2.926 -5.778 0.145
H: 5.071 1.285 2.584
H: -2.920 2.723 -4.270
C: 1.752 0.479 -1.227
H: -3.963 -2.602 -0.841
C: 3.594 1.881 -1.887
H: -3.403 6.118 -2.999
H: -1.568 3.015 -5.345
C: 0.241 -3.690 -0.139
H: -2.641 5.185 -5.107
C: 1.712 1.329 1.981
H: 0.046 -1.090 3.248
H: -1.210 5.246 -4.098
H: -2.218 -0.881 2.605
H: -5.313 2.315 -1.699
H: 1.433 -5.884 -0.750
C: 0.414 0.371 -0.703
C: 1.123 -4.933 1.892
C: -2.986 -0.111 -1.264
C: -2.813 1.869 2.129
N: 5.902 1.014 -1.828
H: 0.870 -4.269 2.713
H: -3.764 0.068 2.962
C: -3.101 3.389 2.258
C: -3.424 -1.540 -3.354
H: -0.308 1.051 -1.117
H: -4.289 0.481 -2.860
H: -2.634 3.942 1.442
H: -2.152 -2.269 1.562
S: -0.863 2.546 -3.137
C: -2.188 4.758 -4.200
C: 2.462 -3.008 0.956
H: 1.738 1.563 0.920
H: -3.897 4.437 -2.911
H: -3.331 1.281 4.168

Calculated values
Orbital gap, eV: 3.5
LUMO, eV: -6.124
F_max, eV/Å: 2.89
E_HOMO, eV: -9.580
Net charge: +1